{
  "formula": "C9H31O6PS3SiTa",
  "method": "ωB97M-V/def2-TZVPD",
  "species": ["C", "Si", "C", "C", "Ta", "P", "S", "H", "H", "H", "H", "H", "H", "H", "H", "H", "H", "H", "H", "H", "H", "H", "O", "S", "O", "O", "C", "C", "C", "H", "H", "H", "H", "H", "H", "H", "H", "O", "S", "O", "O", "C", "C", "C", "H", "H", "H", "H", "H", "H", "H", "H"],
  "xyz": [[-1.33, 4.03, -0.71], [-3.21, 3.87, -0.97], [-3.83, 2.56, 0.25], [-3.94, 5.55, -0.49], [-3.95, 3.16, -3.49], [-1.63, 1.92, -3.29], [-1.43, 0.71, -4.87], [-0.90, 3.15, -0.23], [-1.08, 4.91, -0.10], [-0.82, 4.18, -1.67], [-4.78, 2.13, -0.09], [-3.10, 1.75, 0.30], [-3.97, 2.94, 1.27], [-3.52, 5.98, 0.42], [-3.76, 6.24, -1.32], [-5.02, 5.46, -0.39], [-2.95, 4.69, -3.82], [-4.55, 3.07, -5.27], [-4.79, 1.67, -2.75], [-5.21, 4.27, -2.82], [-0.52, 2.77, -3.17], [-1.54, 1.19, -2.10], [-0.79, 0.35, 0.31], [0.52, -0.22, 0.16], [0.71, -1.60, 0.48], [1.54, 0.65, 1.00], [1.19, 0.93, 2.38], [1.41, -0.25, 3.29], [1.17, 0.12, -1.43], [0.15, 1.28, 2.41], [1.83, 1.77, 2.64], [0.72, -1.06, 3.07], [1.25, 0.07, 4.33], [2.43, -0.63, 3.19], [1.05, 1.18, -1.64], [0.61, -0.47, -2.15], [2.22, -0.16, -1.43], [3.59, -4.36, 3.10], [4.21, -4.82, 1.89], [4.64, -3.86, 0.93], [3.28, -5.90, 1.21], [1.87, -5.56, 1.01], [1.65, -4.64, -0.16], [5.54, -5.90, 2.27], [1.48, -5.14, 1.94], [1.40, -6.53, 0.86], [2.06, -3.65, 0.03], [0.58, -4.52, -0.32], [2.11, -5.04, -1.06], [5.21, -6.64, 2.99], [6.33, -5.27, 2.70], [5.89, -6.36, 1.35]],
  "lowdin_charge": [-0.276, 0.254, -0.265, -0.295, 0.764, -0.025, -0.145, -0.001, 0.011, -0.029, -0.006, -0.005, 0.012, 0.007, 0.003, 0.005, -0.172, -0.217, -0.169, -0.162, -0.107, -0.117, -0.285, 0.555, -0.283, -0.263, -0.243, -0.072, -0.126, 0.113, 0.120, 0.071, 0.079, 0.085, 0.062, 0.074, 0.077, -0.280, 0.544, -0.271, -0.270, -0.228, -0.074, -0.127, 0.114, 0.118, 0.054, 0.088, 0.086, 0.072, 0.074, 0.073],
  "largest_force_ev_per_a": 1.65,
  "e_lumo_ev": 1.7287,
  "energy_ha": -2695.2354,
  "total_charge": -1,
  "mol_weight_g_mol": 571.55,
  "gap_ev": 5.925,
  "homo_ev": -4.20
}